[1]
DFT (ωB97M-V/def2-TZVPD) results for an isolated molecule of C22H27N3O3S2.

**Kohn-Sham gap**: 8.653 eV
**Calculated total energy**: -55536.51380 eV
**SMILES**: CN(Cc1ccccc1)S(=O)(=O)c1ccc(NC(=S)NC(=O)C2CCCCC2)cc1
**HOMO level**: -8.69 eV

```
! wB97M-V def2-TZVPD RIJCOSX def2/J DEFGRID3
* xyz 0 1
C -2.99358 -3.98541 -2.18645
N -2.68640 -2.92439 -3.11573
C -3.50851 -2.87266 -4.31518
C -3.50965 -1.47707 -4.87532
C -3.69807 -0.39707 -4.02204
C -3.69597 0.89548 -4.51451
C -3.51698 1.12107 -5.86890
C -3.34050 0.04840 -6.72534
C -3.33536 -1.24411 -6.23108
S -1.02592 -2.83203 -3.42237
O -0.82054 -2.05528 -4.60582
O -0.43436 -4.14160 -3.36049
C -0.50459 -1.88980 -1.99688
C 0.16279 -2.50812 -0.95518
C 0.52587 -1.76793 0.15117
C 0.21834 -0.40409 0.22118
N 0.62444 0.25128 1.37521
C 0.44656 1.50985 1.80451
S -0.36194 2.74824 1.07835
N 1.02085 1.80865 3.03908
C 1.72994 0.99673 3.87788
O 1.94153 -0.17600 3.61969
C 2.18945 1.62351 5.18486
C 3.51664 0.97720 5.60659
C 4.64823 1.42489 4.68515
C 4.78116 2.94461 4.68354
C 3.46702 3.59399 4.25931
C 2.34129 3.14672 5.18949
C -0.44639 0.20702 -0.84318
C -0.80284 -0.54220 -1.94913
H -2.34199 -3.86901 -1.32241
H -4.03140 -3.89543 -1.86599
H -2.82579 -4.97780 -2.61875
H -3.15522 -3.58743 -5.06976
H -4.52842 -3.15140 -4.02752
H -3.83812 -0.58028 -2.96641
H -3.83412 1.72875 -3.84038
H -3.51236 2.13006 -6.25446
H -3.19828 0.21903 -7.78239
H -3.18223 -2.07715 -6.90085
H 0.39772 -3.55782 -1.03569
H 1.05130 -2.23586 0.97118
H 1.15228 -0.32842 2.04291
H 0.86302 2.77040 3.31295
H 1.41872 1.34055 5.91534
H 3.41641 -0.10791 5.56847
H 3.74272 1.26600 6.63443
H 4.44682 1.07428 3.67060
H 5.58457 0.97060 5.01316
H 5.58048 3.24695 4.00498
H 5.04661 3.28633 5.68670
H 3.56010 4.68108 4.29368
H 3.24262 3.31176 3.22824
H 2.59282 3.44727 6.20957
H 1.40339 3.65056 4.94137
H -0.67853 1.25763 -0.80701
H -1.30562 -0.09260 -2.79037
*
```

---

[2]
DFT (ωB97M-V/def2-TZVPD) results for an isolated molecule of C22H27N3O4S.

**Kohn-Sham gap**: 8.676 eV
**Calculated total energy**: -46748.46797 eV
**SMILES**: O=c1c2c3c(sc2n(CCN2CCOCC2)c(=O)n1Cc1ccco1)CCCCC3
**HOMO level**: -8.13 eV

```
! wB97M-V def2-TZVPD RIJCOSX def2/J DEFGRID3
* xyz 0 1
O -3.36346 -0.98518 0.68281
C -2.18626 -0.70188 0.76263
C -1.59393 0.59439 0.51946
C -2.24524 1.80920 0.11947
C -1.36708 2.83094 -0.04454
S 0.28726 2.34360 0.28426
C -0.23112 0.74156 0.65035
N 0.60219 -0.26006 1.04110
C 2.03165 -0.05101 1.14008
C 2.70719 -0.22729 -0.22598
N 4.06432 0.27959 -0.19936
C 4.57958 0.54808 -1.53246
C 5.96299 1.18705 -1.41075
O 6.85736 0.34971 -0.71895
C 6.35988 0.05737 0.56490
C 4.98459 -0.60683 0.49655
C 0.10582 -1.53023 1.27951
O 0.83522 -2.43172 1.62830
N -1.25457 -1.68447 1.11995
C -1.78857 -3.03671 1.28839
C -2.14154 -3.62854 -0.03472
C -3.33212 -4.04452 -0.55106
C -3.05470 -4.50316 -1.86218
C -1.71978 -4.32418 -2.04450
O -1.15688 -3.79551 -0.94528
C -1.61924 4.25776 -0.40551
C -2.95986 4.74697 0.14609
C -4.14921 4.33770 -0.72315
C -4.09988 2.88630 -1.20292
C -3.72329 1.89247 -0.10505
H 2.40953 -0.78292 1.85530
H 2.21859 0.96068 1.50769
H 2.14871 0.35883 -0.96191
H 2.65667 -1.28904 -0.52072
H 3.90530 1.24045 -2.04078
H 4.65968 -0.37683 -2.13020
H 6.39849 1.35451 -2.39728
H 5.86668 2.14781 -0.88282
H 7.08696 -0.60896 1.03170
H 6.27983 0.98432 1.15285
H 4.62236 -0.78289 1.50929
H 5.07358 -1.57707 -0.02268
H -1.01006 -3.62251 1.78327
H -2.68710 -2.98097 1.90514
H -4.28276 -4.01759 -0.06121
H -3.75418 -4.90519 -2.56584
H -1.07427 -4.52342 -2.87686
H -1.59652 4.38919 -1.49192
H -0.80863 4.86250 0.00814
H -2.94087 5.83621 0.21912
H -3.08293 4.35439 1.15674
H -5.06445 4.49640 -0.14864
H -4.19642 4.98888 -1.59935
H -5.08352 2.62362 -1.59688
H -3.38670 2.78742 -2.02329
H -4.07167 0.89373 -0.37044
H -4.22209 2.16170 0.83010
*
```

---

[3]
DFT (ωB97M-V/def2-TZVPD) results for an isolated molecule of C22H27N3O6.

**Kohn-Sham gap**: 7.154 eV
**Calculated total energy**: -40005.74670 eV
**SMILES**: CCCCC(=O)Nc1cc(OCC)c(NC(=O)c2ccccc2[N+](=O)[O-])cc1OCC
**HOMO level**: -7.68 eV

```
! wB97M-V def2-TZVPD RIJCOSX def2/J DEFGRID3
* xyz 0 1
C 5.39967 2.33091 -2.04909
C 4.54655 1.88969 -0.86544
C 5.36809 1.08976 0.14333
C 4.57173 0.69556 1.39444
C 3.48068 -0.29780 1.03686
O 3.68476 -1.49064 0.96119
N 2.27850 0.29373 0.79374
C 1.07787 -0.28535 0.38189
C 0.92375 -1.65169 0.18996
C -0.29563 -2.17769 -0.21081
O -0.54448 -3.49982 -0.42455
C 0.52359 -4.42225 -0.29047
C -0.01566 -5.80006 -0.64010
C -1.37797 -1.31097 -0.42215
N -2.59749 -1.85833 -0.83422
C -3.84920 -1.43719 -0.55560
O -4.83979 -1.95156 -1.03063
C -3.99106 -0.37902 0.50747
C -3.67690 -0.68857 1.82510
C -3.97975 0.19850 2.84442
C -4.62220 1.39748 2.57039
C -4.94749 1.72088 1.26675
C -4.62331 0.83612 0.24707
N -4.86368 1.23034 -1.11815
O -5.75731 2.01708 -1.33074
O -4.10607 0.78530 -1.95552
C -1.21078 0.05872 -0.26645
C -0.00019 0.58572 0.14434
O 0.25140 1.91896 0.35679
C -0.76709 2.86726 0.10236
C -0.95883 3.16261 -1.38176
H 4.80221 2.89278 -2.76305
H 5.81895 1.46617 -2.55816
H 6.22037 2.96250 -1.71567
H 4.12741 2.77301 -0.37574
H 3.71698 1.28094 -1.23081
H 6.23003 1.68531 0.45315
H 5.74323 0.18178 -0.33265
H 5.24558 0.20587 2.09887
H 4.15013 1.58444 1.86661
H 2.21808 1.30031 0.86840
H 1.77673 -2.28254 0.36782
H 0.90131 -4.40973 0.74004
H 1.34269 -4.14771 -0.96723
H -0.38131 -5.81017 -1.66338
H 0.77246 -6.53992 -0.53691
H -0.83648 -6.05843 0.02349
H -2.52969 -2.70346 -1.38938
H -3.19796 -1.63010 2.04579
H -3.72072 -0.05109 3.86198
H -4.86436 2.07947 3.37042
H -5.43745 2.64984 1.01666
H -2.03696 0.69902 -0.51408
H -0.42210 3.76988 0.61586
H -1.70904 2.54785 0.56710
H -1.30661 2.28541 -1.92065
H -1.68909 3.95831 -1.50038
H -0.01610 3.48254 -1.81857
*
```

---

[4]
DFT (ωB97M-V/def2-TZVPD) results for an isolated molecule of C22H27N3O7S.

**Kohn-Sham gap**: 9.198 eV
**Calculated total energy**: -52891.81112 eV
**SMILES**: Cc1ccc(NC(=O)COC(=O)[C@H](C)N2C(=O)[C@H]3CC=CC[C@H]3C2=O)cc1S(=O)(=O)N(C)C
**HOMO level**: -8.60 eV

```
! wB97M-V def2-TZVPD RIJCOSX def2/J DEFGRID3
* xyz 0 1
C 5.27449 0.65828 0.12078
C 3.94793 1.32148 -0.04960
C 3.73475 2.63870 0.34741
C 2.51218 3.26540 0.18594
C 1.45767 2.58176 -0.41252
N 0.20332 3.14155 -0.64765
C -0.34873 4.23483 -0.07593
O 0.21122 5.02336 0.64878
C -1.82559 4.42435 -0.48399
O -2.67052 3.34981 -0.06811
C -2.74563 2.27774 -0.83549
O -2.12916 2.12921 -1.86611
C -3.70503 1.21493 -0.31030
C -4.13332 1.43135 1.13465
N -3.02891 -0.05867 -0.47910
C -1.75206 -0.27261 -0.01244
O -1.09928 0.56958 0.55424
C -1.36987 -1.69939 -0.32107
C -1.21493 -2.46003 1.01426
C -2.55487 -2.77695 1.60145
C -3.49295 -3.28972 0.82019
C -3.18471 -3.49946 -0.62965
C -2.51714 -2.22951 -1.18709
C -3.54548 -1.11462 -1.20232
O -4.62887 -1.10869 -1.72097
C 1.65248 1.26212 -0.81212
C 2.86877 0.64865 -0.61053
S 2.99409 -1.07292 -1.08214
O 4.03167 -1.26114 -2.05384
O 1.67683 -1.55567 -1.42179
N 3.52198 -1.76625 0.36453
C 2.47710 -1.80320 1.35781
C 4.25744 -3.00068 0.21306
H 5.26534 0.02201 1.00433
H 5.48573 0.02788 -0.73870
H 6.06066 1.40086 0.23358
H 4.54949 3.18806 0.79543
H 2.36742 4.28056 0.51734
H -0.39762 2.57100 -1.23570
H -1.88371 4.53830 -1.57287
H -2.21212 5.31343 0.01629
H -4.57786 1.18105 -0.97700
H -3.25992 1.45881 1.78089
H -4.66731 2.37202 1.22703
H -4.78494 0.61836 1.44618
H -0.40414 -1.70708 -0.83716
H -0.68018 -3.39295 0.81370
H -0.61338 -1.85932 1.69636
H -2.71703 -2.58350 2.65018
H -4.47632 -3.54166 1.18378
H -4.08882 -3.70652 -1.20172
H -2.49708 -4.34136 -0.74850
H -2.19486 -2.41321 -2.21513
H 0.85582 0.69637 -1.26808
H 1.93917 -0.85783 1.32187
H 2.92313 -1.92823 2.34509
H 1.77193 -2.62140 1.17418
H 4.90147 -2.89005 -0.65553
H 4.86542 -3.16848 1.10292
H 3.59476 -3.86070 0.06090
*
```

---

[5]
DFT (ωB97M-V/def2-TZVPD) results for a 5-piece molecular cluster, C22H27N5Si overall.

**Kohn-Sham gap**: 9.950 eV
**Calculated total energy**: -38577.08472 eV
**SMILES**: [H]/N=C\C[SiH3].c1ccncc1.c1ccncc1.c1ccncc1.c1ccncc1
**HOMO level**: -9.38 eV

```
! wB97M-V def2-TZVPD RIJCOSX def2/J DEFGRID3
* xyz 0 1
H -1.21351 -3.71862 1.02289
N -1.45711 -4.59286 1.57464
C -0.73265 -5.62088 1.02400
C 0.31744 -5.46848 -0.25731
Si 2.03328 -6.11955 0.44197
H -0.80442 -6.72420 1.47522
H -0.04589 -6.17893 -1.14088
H 0.38845 -4.37078 -0.67008
H 2.58978 -7.11950 -0.46869
H 1.76558 -6.77397 1.74807
H 2.98279 -5.02440 0.68114
C 0.80138 0.60952 -1.45653
C -0.57508 0.51345 -1.28152
C -1.09167 -0.67233 -0.78431
N -0.33558 -1.74469 -0.46228
C 0.99716 -1.62223 -0.64465
C 1.60672 -0.47734 -1.13207
H 1.24297 1.52355 -1.84278
H -1.22998 1.34208 -1.52592
H -2.15928 -0.79526 -0.62694
H 1.58240 -2.49861 -0.38053
H 2.68279 -0.43401 -1.25644
C 5.69071 -0.43284 1.06347
C 4.31425 -0.52891 1.23849
C 3.79766 -1.71468 1.73569
N 4.55375 -2.78705 2.05773
C 5.88649 -2.66459 1.87536
C 6.49605 -1.51970 1.38794
H 6.13230 0.48120 0.67723
H 3.65935 0.29972 0.99409
H 2.73005 -1.83762 1.89307
H 6.47173 -3.54097 2.13948
H 7.57212 -1.47637 1.26357
C -5.63071 1.83448 1.13650
C -4.27654 2.15164 1.14808
C -3.53911 1.92057 -0.00212
N -4.05845 1.40051 -1.13577
C -5.37539 1.10094 -1.11625
C -6.19503 1.29915 -0.01679
H -6.24129 2.00278 2.01884
H -3.80657 2.56917 2.03128
H -2.47931 2.15452 -0.04391
H -5.76802 0.68230 -2.03869
H -7.24736 1.04195 -0.05807
C -0.61262 6.77204 -1.53765
C -1.98908 6.67597 -1.36264
C -2.50568 5.49020 -0.86543
N -1.74959 4.41783 -0.54340
C -0.41685 4.54029 -0.72577
C 0.19272 5.68518 -1.21319
H -0.17103 7.68608 -1.92390
H -2.64399 7.50460 -1.60704
H -3.57328 5.36726 -0.70806
H 0.16839 3.66391 -0.46165
H 1.26878 5.72851 -1.33756
*
```

---

[6]
DFT (ωB97M-V/def2-TZVPD) results for C22H27NO3P2Tb as an isolated structure.

**Kohn-Sham gap (spin up / spin down)**: 6.935 / 7.062 eV
**Calculated total energy**: -71894.53622 eV
**HOMO level (spin up / spin down)**: -9.88 / -9.89 eV

```
! wB97M-V def2-TZVPD RIJCOSX def2/J DEFGRID3
* xyz 1 7
C 3.36408 -0.05778 -2.58070
C 2.13334 0.27018 -1.97573
C 1.24143 -0.76021 -1.64699
C 1.59338 -2.11371 -1.89609
C 2.85875 -2.43283 -2.42904
C 3.73316 -1.39195 -2.78516
C 0.71510 -3.15704 -1.34680
C -0.70176 -2.80035 -1.64209
C -1.04907 -1.42515 -1.39096
C -2.39914 -1.02442 -1.26958
C -3.37809 -2.01099 -1.29701
C -3.04067 -3.35901 -1.50343
C -1.72324 -3.74712 -1.75039
H 3.97876 0.76272 -2.91546
H 3.14415 -3.46974 -2.62034
H 4.72135 -1.59583 -3.20090
H 0.94265 -4.12671 -1.74821
H -4.41912 -1.74629 -1.15404
H -3.83611 -4.14714 -1.45495
H -1.45131 -4.74613 -1.92752
N -0.00352 -0.53761 -1.00419
Tb 0.25975 0.15868 1.22283
C 1.76750 1.71547 -1.69251
H 0.73957 1.96509 -1.99792
H 2.46379 2.38758 -2.23895
C -2.81521 0.43444 -1.01926
H -2.27461 1.11064 -1.67759
H -3.90431 0.53698 -1.12420
P 1.93499 2.13724 0.09754
P -2.38224 0.86961 0.71514
C -3.60714 -0.10354 1.69159
H -3.49159 0.17921 2.76730
H -4.64276 0.10437 1.35164
H -3.37788 -1.17329 1.57318
C -2.88849 2.63208 0.86428
H -3.99666 2.74075 0.89053
H -2.45277 3.02342 1.80827
H -2.47184 3.20081 0.02332
C 3.75097 2.04291 0.30020
H 4.23730 2.89532 -0.21091
H 3.98431 2.07303 1.37068
H 4.13467 1.10480 -0.11662
C 1.48144 3.88261 0.21889
H 1.22792 4.08551 1.27275
H 2.31412 4.53019 -0.08540
H 0.60909 4.07377 -0.38929
C 1.02553 -3.26918 0.25815
O 0.92075 -2.40762 1.09700
H 1.05673 -4.37814 0.21797
C -0.09456 1.11429 5.27277
C 0.17437 0.86355 3.84635
O -0.35433 1.62493 2.94096
O 0.83650 -0.15645 3.43059
H -0.21654 2.21267 5.38921
H 0.70352 0.75457 5.89870
H -1.07600 0.65084 5.57240
*
```

---

[7]
DFT (ωB97M-V/def2-TZVPD) results for C22H27NO3P2Y as an isolated structure.

**Kohn-Sham gap**: 7.392 eV
**Calculated total energy**: -50504.21845 eV
**HOMO level**: -10.35 eV

```
! wB97M-V def2-TZVPD RIJCOSX def2/J DEFGRID3
* xyz 1 1
C -1.35864 3.33498 -3.49026
C -1.25682 1.99325 -3.12184
C 0.05168 1.44022 -2.98038
C 1.17441 2.21162 -3.28460
C 1.04602 3.56491 -3.58734
C -0.22402 4.13136 -3.67357
C 2.53994 1.57017 -3.11070
C 2.49431 0.06679 -3.33626
C 1.31946 -0.60327 -2.98707
C 1.23836 -2.02155 -3.10679
C 2.37303 -2.70238 -3.54869
C 3.56175 -2.03071 -3.84334
C 3.62525 -0.64213 -3.73382
H -2.35131 3.77002 -3.62585
H 1.94942 4.15873 -3.74171
H -0.33694 5.19269 -3.89373
H 3.24096 2.02040 -3.82128
H 2.32648 -3.78858 -3.65820
H 4.44065 -2.59494 -4.15714
H 4.54410 -0.09206 -3.95007
N 0.26069 0.15097 -2.43864
Y -0.18999 -0.03579 -0.37057
C -2.50234 1.15973 -2.85470
H -2.44046 0.19258 -3.38134
H -3.40083 1.69754 -3.19334
C -0.02899 -2.77519 -2.74551
H -0.90169 -2.32461 -3.24587
H 0.05052 -3.82949 -3.05012
P -2.78157 0.74653 -1.06117
P -0.43746 -2.77704 -0.92345
C 0.97551 -3.70152 -0.23033
H 1.18038 -3.30109 0.77240
H 0.71908 -4.76609 -0.14964
H 1.87540 -3.57837 -0.84400
C -1.77200 -4.01448 -0.85277
H -1.36671 -5.02701 -0.99026
H -2.24772 -3.94561 0.13469
H -2.53069 -3.80800 -1.61904
C -3.14067 2.40142 -0.37808
H -4.22661 2.53898 -0.29463
H -2.68119 2.46764 0.61694
H -2.71194 3.19153 -1.00568
C -4.42408 -0.03985 -1.08712
H -4.52752 -0.64072 -0.17363
H -5.21794 0.71974 -1.10923
H -4.52019 -0.70773 -1.95306
C 2.99047 1.79922 -1.73282
O 2.39174 1.46723 -0.71944
H 3.95244 2.31078 -1.90352
C 0.19956 0.94385 3.64885
C 0.19247 0.67934 2.17355
O 0.74645 -0.39126 1.70760
O -0.41220 1.48346 1.35779
H -0.62917 0.39980 4.11728
H 0.07840 2.01095 3.83816
H 1.13683 0.58220 4.07555
*
```

---

[8]
DFT (ωB97M-V/def2-TZVPD) results for C22H28AsBrN3O2SSi2Ti as an isolated structure.

**Kohn-Sham gap**: 6.929 eV
**Calculated total energy**: -212420.25473 eV
**HOMO level**: -10.71 eV

```
! wB97M-V def2-TZVPD RIJCOSX def2/J DEFGRID3
* xyz 1 1
Ti 0.43058 1.42877 0.97509
Br -6.23103 1.87340 -2.21999
C -4.54726 2.10313 -1.39514
C -3.77267 3.22929 -1.69197
C -2.54736 3.40022 -1.09119
C -2.03936 2.45140 -0.19739
O -0.85415 2.65214 0.36307
C -2.83374 1.32458 0.11186
C -2.45725 0.38312 1.12844
N -1.29827 0.35121 1.68565
C -1.00294 -0.48003 2.78454
C -1.58643 -1.67078 3.12228
C -1.15781 -2.37074 4.26894
C -0.16345 -1.88076 5.06548
C 0.47057 -0.66050 4.73290
C 1.50743 -0.07196 5.49304
C 2.07902 1.09721 5.07388
C 1.65629 1.67077 3.86471
N 0.67438 1.16736 3.14592
C 0.05453 0.02332 3.58127
C -4.09452 1.17688 -0.49473
H -4.14282 3.96769 -2.38986
H -1.94024 4.27073 -1.30246
H -3.23379 -0.31000 1.45418
H -2.37999 -2.08801 2.51536
H -1.63168 -3.31071 4.51679
H 0.15474 -2.41784 5.94954
H 1.84267 -0.56010 6.39979
H 2.87431 1.56762 5.63361
H 2.15128 2.54483 3.46238
H -4.70817 0.32085 -0.24119
C 1.40226 0.98563 -4.37342
Si 2.34587 0.72143 -2.78426
C 3.58808 -0.65282 -2.93028
C 3.10697 2.31562 -2.21233
As 0.57214 0.08893 -1.30840
Si -0.09421 -2.15421 -1.72913
C 1.29736 -3.26990 -1.22182
C -0.49931 -2.28099 -3.53883
C -1.59418 -2.42360 -0.65889
H 2.11158 1.26350 -5.15795
H 0.67782 1.79573 -4.27687
H 0.88037 0.08693 -4.69919
H 4.38393 -0.35857 -3.61921
H 3.12787 -1.56388 -3.31766
H 4.04398 -0.87614 -1.96474
H 3.78958 2.67782 -2.98605
H 3.67431 2.19229 -1.29095
H 2.34738 3.08160 -2.04877
H 2.16609 -3.15020 -1.86965
H 0.97882 -4.31420 -1.27366
H 1.59718 -3.05382 -0.19477
H 0.39092 -2.14279 -4.15489
H -1.24466 -1.54144 -3.83900
H -0.90248 -3.27268 -3.75836
H -1.31516 -2.30246 0.38982
H -1.97569 -3.43896 -0.79355
H -2.39181 -1.72138 -0.91024
O 2.21104 1.97508 0.93748
S 2.76738 0.40181 0.83958
N 1.28368 -0.25141 0.44121
*
```